{
  "formula": "C6H9N",
  "method": "wB97M-V/def2-TZVPD",
  "symbols": ["C", "C", "N", "C", "C", "C", "C", "H", "H", "H", "H", "H", "H", "H", "H", "H"],
  "positions_angstrom": [[1.2731, 1.6055, -0.1917], [0.5350, 0.6263, -0.9290], [1.8312, 0.1342, -0.3907], [1.0306, -1.0917, 0.0916], [-0.2636, -0.3198, -0.0219], [-1.2301, -0.1793, 1.1474], [-1.7027, -0.6286, -0.2048], [0.8552, 2.0202, 0.7206], [1.7866, 2.3637, -0.8064], [0.5265, 0.6348, -2.0176], [1.3269, -1.6271, 1.0054], [1.0672, -1.8230, -0.7410], [-1.5747, 0.7494, 1.5953], [-1.1886, -0.9898, 1.8846], [-2.0719, -1.6324, -0.3737], [-2.2007, 0.1577, -0.7680]],
  "forces_ev_per_a": [[0.3067, -0.3953, 0.4951], [-0.7090, 0.0488, -0.2349], [0.3002, 0.4173, -0.4079], [0.0635, 0.1068, 0.1449], [-0.1720, 0.0032, -0.2631], [-0.0144, 0.1881, 0.0058], [-0.2223, -0.2126, -0.2183], [0.1799, -0.4218, 0.1919], [0.3866, -0.8596, 0.5255], [-0.8943, 0.0480, 0.1161], [-0.0968, 0.5375, 0.0149], [0.4393, 0.4396, 0.2765], [0.1010, 0.0520, -0.3790], [0.4250, 0.3448, -0.2808], [-0.0438, 0.0093, 0.1219], [-0.0496, -0.3062, -0.1085]],
  "lowdin_charge": [-0.061, -0.271, 0.001, -0.104, -0.380, -0.075, -0.095, 0.097, 0.108, 0.142, 0.107, 0.120, 0.096, 0.106, 0.101, 0.108],
  "smiles": "C1[C@H]2N1CC21CC1",
  "homo_lumo_gap_ha": 0.3607,
  "total_charge": 0,
  "homo_ha": -0.3229
}

=====

{
  "formula": "C6H9N",
  "method": "wB97M-V/def2-TZVPD",
  "symbols": ["C", "C", "C", "C", "C", "C", "N", "H", "H", "H", "H", "H", "H", "H", "H", "H"],
  "positions_angstrom": [[-0.0075, -0.2483, 0.4339], [0.1465, 0.3015, -0.8249], [0.4035, -1.7385, -1.2165], [-0.3317, 1.5545, 1.2733], [1.5145, -2.4142, -0.9612], [-1.5737, 1.9042, 1.5907], [0.0525, 1.0514, -1.7737], [-0.0849, 2.0446, -1.6061], [-0.9645, -0.6895, 0.6763], [0.8877, -0.5171, 0.9767], [-0.3097, -2.0640, -1.9724], [0.5133, 2.1833, 1.5585], [2.2187, -2.0898, -0.1959], [1.7802, -3.3308, -1.4882], [-2.4296, 1.2858, 1.3154], [-1.8152, 2.7667, 2.2141]],
  "forces_ev_per_a": [[-0.7385, 5.8872, 3.6863], [0.0479, -4.7109, -2.2573], [0.3600, 1.6953, -1.5673], [-0.2113, -2.0027, 0.2666], [-0.2198, 0.1631, 0.1766], [0.1877, -0.2394, 0.1115], [0.5144, -0.0434, 0.0024], [-0.1978, 0.0612, 0.3209], [0.2022, -0.2731, -0.2368], [-0.0993, -0.4449, -0.2526], [0.0361, -0.0641, 0.0100], [-0.0024, -0.1862, -0.0358], [0.1108, 0.1124, -0.2025], [-0.2055, -0.0629, 0.2657], [0.1247, -0.0029, 0.0839], [0.0910, 0.1114, -0.3716]],
  "lowdin_charge": [-0.091, -0.285, -0.098, -0.110, -0.084, -0.095, 0.196, 0.088, 0.111, 0.098, 0.052, 0.049, 0.041, 0.045, 0.041, 0.041],
  "homo_lumo_gap_ha": 0.3085,
  "total_charge": 0,
  "homo_ha": -0.2730
}

=====

{
  "formula": "C6H9N",
  "method": "wB97M-V/def2-TZVPD",
  "symbols": ["C", "C", "C", "C", "C", "H", "H", "H", "H", "H", "H", "C", "N", "H", "H", "H"],
  "positions_angstrom": [[1.4532, -0.6416, -0.2036], [0.2562, -0.1812, -1.0279], [0.3056, -0.0302, -2.5489], [0.3599, 1.2254, -2.1301], [-0.2714, 1.1805, -0.7526], [2.0372, -1.3545, -0.7829], [1.1756, -1.1223, 0.7442], [2.1024, 0.2033, 0.0840], [0.4986, -0.5358, -3.5094], [0.2473, 1.8105, -0.0222], [-1.3397, 1.3733, -0.7827], [-1.6493, -0.1567, 2.0455], [-0.4400, -0.4015, 2.3338], [-1.8923, 0.7979, 1.5734], [-2.4904, -0.8348, 2.2310], [-0.3529, -1.3323, 2.7485]],
  "forces_ev_per_a": [[0.0034, -0.1977, -0.3145], [0.8568, 0.4300, -1.2402], [-0.3248, -0.4634, 1.2739], [0.4524, 0.5957, -0.3692], [-0.2281, 0.1142, 0.0527], [0.1400, 0.0067, 0.0035], [-0.2185, 0.2096, -0.4220], [-0.2320, -0.1039, -0.2727], [-0.1643, -0.0318, 1.0776], [-0.2382, -0.4377, 0.1580], [0.0963, -0.1424, -0.1469], [0.1804, 0.0451, 0.0329], [-0.4692, -0.0477, 0.0352], [0.0154, -0.0967, 0.1110], [0.1472, 0.0250, -0.0273], [-0.0170, 0.0951, 0.0480]],
  "lowdin_charge": [-0.077, -0.261, -0.024, -0.034, -0.174, 0.069, 0.042, 0.092, 0.103, 0.106, 0.097, -0.127, 0.023, 0.051, 0.068, 0.047],
  "smiles": "C[C@]12C=C1C2.C=N",
  "homo_lumo_gap_ha": 0.3360,
  "total_charge": 0,
  "homo_ha": -0.2970
}

=====

{
  "formula": "C6H9N",
  "method": "wB97M-V/def2-TZVPD",
  "symbols": ["C", "C", "C", "C", "C", "C", "H", "H", "H", "H", "H", "H", "H", "H", "H", "N"],
  "positions_angstrom": [[-2.2624, -0.2074, 0.0338], [-0.9641, 0.0448, -0.0673], [-0.1401, 1.3481, -0.0481], [1.2522, 0.6248, 0.2439], [1.1991, -0.5337, -0.8986], [0.0897, -0.9391, 0.0344], [-3.1361, 0.4505, 0.2305], [-2.6784, -1.2286, 0.1321], [-0.3018, 1.7678, -1.0145], [-0.3887, 1.9622, 0.8495], [2.2957, 1.1555, 0.4261], [2.1651, -0.9533, -0.9737], [0.8719, -0.0922, -1.8464], [-0.0811, -2.0482, 0.0546], [1.3539, -1.0291, 1.5920], [0.7249, -0.3223, 1.2516]],
  "forces_ev_per_a": [[-1.5553, -0.4348, 0.6122], [-1.8233, 0.8794, -0.0268], [0.3415, -0.8885, 1.8505], [1.4473, 0.6297, -1.4539], [-0.3625, 3.9466, 0.5383], [0.6881, -3.7762, 0.3526], [1.2494, 0.3905, -0.4765], [0.9146, 0.2642, -0.3533], [0.4672, 1.0640, -0.4681], [-0.0845, -0.1084, -1.0902], [-2.5635, -0.6526, -0.1892], [0.6185, -1.3519, 0.1640], [0.1809, -0.5022, -0.1326], [-0.6568, 1.0822, 0.3705], [0.9661, 0.1453, 0.1117], [0.1723, -0.6873, 0.1905]],
  "lowdin_charge": [0.047, -0.315, -0.073, -0.251, -0.059, -0.332, 0.064, 0.062, 0.097, 0.124, 0.163, 0.086, 0.107, 0.159, 0.094, 0.026],
  "homo_lumo_gap_ha": 0.3700,
  "total_charge": 0,
  "homo_ha": -0.3303
}

=====

{
  "formula": "C6H9N",
  "method": "wB97M-V/def2-TZVPD",
  "symbols": ["C", "C", "C", "C", "C", "H", "H", "H", "H", "H", "H", "C", "N", "H", "H", "H"],
  "positions_angstrom": [[1.3560, 0.9508, 1.5593], [0.9275, -0.1426, 0.6510], [1.4427, -0.8640, -0.4003], [0.1672, -1.7116, -0.6648], [0.1900, -1.3361, 0.7540], [0.5806, 1.7203, 1.6413], [2.2719, 1.4134, 1.1835], [1.5415, 0.5711, 2.5707], [0.2996, -2.7597, -0.9377], [-0.5614, -1.1950, -1.2874], [0.2839, -2.0542, 1.5743], [-1.4165, 1.3068, -0.8987], [-2.3232, 0.4288, -1.0166], [-0.6418, 1.3666, -1.6663], [-1.3313, 2.0187, -0.0679], [-2.9680, 0.4686, -0.2243]],
  "forces_ev_per_a": [[0.0134, 0.0200, -0.0167], [0.1185, -0.0944, 0.0336], [-0.0215, 0.2215, 0.0883], [-0.1666, -0.1549, -0.1290], [0.0515, -0.0999, 0.1416], [0.1005, -0.1243, -0.0424], [-0.1367, -0.0522, 0.0399], [-0.0445, 0.0234, -0.1531], [-0.0040, 0.1501, 0.0500], [0.1596, -0.0983, 0.1516], [-0.0179, 0.0941, -0.1194], [-0.0923, -0.1592, -0.0874], [0.1839, 0.3754, 0.1625], [-0.0858, 0.0282, 0.0610], [-0.0927, -0.1180, -0.0965], [0.0345, -0.0114, -0.0842]],
  "lowdin_charge": [-0.043, -0.339, 0.063, -0.161, -0.100, 0.070, 0.084, 0.085, 0.096, 0.065, 0.117, -0.149, 0.029, 0.071, 0.066, 0.047],
  "smiles": "CC1=C2C[C@H]12.C=N",
  "homo_lumo_gap_ha": 0.3361,
  "total_charge": 0,
  "homo_ha": -0.3027
}

=====

{
  "formula": "C6H9N",
  "method": "wB97M-V/def2-TZVPD",
  "symbols": ["C", "N", "C", "C", "C", "C", "C", "H", "H", "H", "H", "H", "H", "H", "H", "H"],
  "positions_angstrom": [[1.8568, -0.4517, -0.0352], [0.7366, 0.4286, -0.0562], [-0.3766, 0.4677, 0.9773], [-0.9394, 1.4744, -0.0618], [-0.4507, 0.3407, -1.0031], [-1.1498, -0.9440, -0.5670], [-1.0999, -0.8592, 0.7615], [1.5352, -1.4944, 0.0283], [2.4414, -0.2869, -0.9463], [2.4792, -0.1916, 0.8272], [-0.1052, 0.7807, 1.9877], [0.3326, 1.8008, -0.1300], [-2.0305, 1.6887, -0.0347], [-0.2584, 0.5217, -2.0626], [-1.5375, -1.7244, -1.2096], [-1.4337, -1.5512, 1.5244]],
  "forces_ev_per_a": [[0.0952, -0.4334, 0.0190], [0.5172, -0.5404, 0.0145], [0.4562, -0.1778, 0.3057], [0.3101, -0.2320, 0.0051], [0.4430, -0.2119, -0.3069], [-0.0884, -0.0177, 0.1287], [-0.0993, -0.0364, -0.1183], [0.2115, -0.2800, 0.0134], [-0.0481, -0.1551, 0.1469], [-0.0472, -0.1685, -0.1313], [0.0125, -0.0774, -0.1377], [-2.6441, 1.7942, -0.0164], [0.8365, 0.3841, -0.0581], [0.0333, -0.0611, 0.1469], [0.0118, 0.1118, 0.1182], [-0.0005, 0.1016, -0.1299]],
  "lowdin_charge": [-0.073, -0.226, -0.253, -0.097, -0.251, -0.049, -0.048, 0.077, 0.089, 0.089, 0.133, 0.182, 0.102, 0.133, 0.096, 0.096],
  "homo_lumo_gap_ha": 0.3295,
  "total_charge": 0,
  "homo_ha": -0.2897
}

=====

{
  "formula": "C6H9N",
  "method": "wB97M-V/def2-TZVPD",
  "symbols": ["C", "C", "C", "N", "H", "H", "H", "H", "H", "C", "C", "C", "H", "H", "H", "H"],
  "positions_angstrom": [[1.3792, -1.7580, 0.3523], [1.3459, -0.4421, -0.3840], [1.9936, 0.5825, 0.0584], [2.7875, 1.4988, 0.2521], [1.5189, -2.6754, -0.3580], [1.9907, -1.8012, 1.1364], [0.3559, -1.9420, 0.7676], [0.5699, -0.3105, -1.2027], [2.4930, 2.2610, 0.8003], [-1.1355, 0.5029, 1.1671], [-1.7976, 0.6043, 0.1715], [-2.5953, 0.6785, -1.0605], [-0.8296, 0.7696, 2.0759], [-3.4759, 1.1451, -0.9186], [-2.6829, -0.3638, -1.1991], [-1.9179, 1.2503, -1.6588]],
  "forces_ev_per_a": [[-4.0788, -1.6643, -3.9541], [-1.2886, -1.1713, -0.7005], [0.9827, 1.1355, -0.5996], [0.2319, -1.0684, -0.9610], [0.1585, 1.7347, 1.1596], [2.8750, -0.0703, 2.9014], [0.5904, 0.1252, -0.2205], [1.3535, -0.0735, 1.0693], [-0.5009, 0.9659, 1.1791], [-1.8020, -0.0189, -2.7829], [-0.4336, 0.3966, 0.8606], [3.9970, -0.9938, 1.6840], [1.5608, 0.3484, 3.0852], [-3.0015, 1.5092, 0.4452], [-0.5253, -1.0732, -1.6619], [-0.1190, -0.0820, -1.5039]],
  "lowdin_charge": [-0.111, -0.192, -0.225, 0.148, 0.107, 0.014, 0.067, 0.125, 0.038, 0.084, -0.181, -0.065, -0.005, 0.040, 0.075, 0.081],
  "smiles": "CC=C=N.C#CC",
  "homo_lumo_gap_ha": 0.3369,
  "total_charge": 0,
  "homo_ha": -0.3055
}

=====

{
  "formula": "C6H9N",
  "method": "wB97M-V/def2-TZVPD",
  "symbols": ["C", "C", "C", "C", "C", "C", "H", "H", "H", "H", "H", "H", "H", "H", "H", "N"],
  "positions_angstrom": [[-1.2973, 0.4867, -0.7478], [-0.6998, -0.9644, -0.4196], [-0.8607, -0.5297, 1.0603], [-0.5225, 0.8670, 0.4776], [0.9492, 0.8189, -0.1131], [0.8284, -0.5045, -0.6840], [-2.4063, 0.5150, -0.8144], [-0.8057, 1.0539, -1.5828], [-0.8517, -2.0758, -0.7280], [-0.2964, -1.0202, 1.8118], [-1.9843, -0.4170, 1.2130], [-0.8863, 1.8395, 1.0064], [1.4660, 1.7253, -0.4285], [2.5069, -0.1029, 0.1208], [1.3331, -1.0701, -1.6041], [1.6487, -0.2130, 0.5093]],
  "forces_ev_per_a": [[-0.4139, -0.5821, -2.4147], [2.3865, -0.1211, 0.2091], [-1.9928, 0.9570, -1.5190], [-0.3885, 2.7401, 1.7074], [-2.9697, 1.8627, 0.4774], [0.0357, -3.2766, -2.5116], [0.7459, 0.2539, 0.4804], [-1.0258, -0.9037, -0.0400], [-0.3972, 2.2679, 0.0627], [0.3571, -0.2303, 0.7901], [1.4002, -0.6808, 0.5597], [0.9672, -1.6805, -0.6522], [-0.3389, -0.2755, -0.2808], [3.8661, -0.2302, -0.7605], [-0.8887, 1.9209, 1.9943], [-1.3431, -2.0218, 1.8976]],
  "lowdin_charge": [-0.137, -0.177, -0.118, -0.262, -0.279, -0.230, 0.115, 0.117, 0.149, 0.089, 0.129, 0.158, 0.150, 0.054, 0.176, 0.066],
  "homo_lumo_gap_ha": 0.3730,
  "total_charge": 0,
  "homo_ha": -0.3330
}